No. 1
9
Properties=species:S:1:pos:R:3:forces:R:3 method="wB97M-V/def2-TZVPD" energy_ev=-8636.921 gap_ev="9.04 / 9.03"
N -0.91935 -1.12769 1.12651 0.04 -0.17 0.10
C -0.39769 -0.02222 0.56387 -0.14 0.20 0.43
N -0.24796 1.18835 0.80801 -0.34 -0.60 -0.52
O 1.64277 1.72213 -0.78056 0.31 -0.37 -0.39
C 1.15016 0.70712 -1.20818 0.36 0.40 0.14
N 0.00344 0.09998 -0.74653 -0.18 0.81 0.07
H -1.21724 -1.81696 0.45170 0.03 -0.04 0.10
H -1.55195 -0.95199 1.89371 0.05 -0.14 -0.04
H 1.53781 0.20128 -2.10854 -0.12 -0.10 0.12

---

No. 2
10
Properties=species:S:1:pos:R:3:forces:R:3 method="wB97M-V/def2-TZVPD" energy_ev=-10685.649 gap_ev=10.20 smiles=Nc1nnoc1O
N 1.23023 -0.94947 0.01644 -1.45 0.33 1.17
C -0.12057 -0.43886 -0.11328 3.75 -0.25 0.74
N -1.27729 -1.10705 0.02366 -0.51 -0.21 -0.37
N -2.22639 -0.28537 0.04588 -0.05 -0.18 -0.14
O -1.67274 0.99201 -0.04600 -0.29 1.61 0.40
C -0.34993 0.89091 -0.05103 -0.89 0.58 -0.18
O 0.35983 2.03973 0.06224 -1.96 -0.92 -0.22
H 1.26382 -1.50555 0.87783 0.24 0.19 -0.53
H 1.50970 -1.52036 -0.74372 0.16 -0.60 -0.75
H 1.28335 1.88402 -0.07202 1.00 -0.54 -0.12

---

The relative energy (zero: lowest compared OMol25 entry of this formula, charge and spin) results, record by record, are as follows: 82.4; 64.7 kcal per mole.